26
Properties=species:S:1:pos:R:3:forces:R:3:lowdin_charge:R:1 method="wB97M-V/def2-TZVPD" smiles=N#CN1[C@H](O)[C@@H](O)[C@H](O)[C@H](O)[C@H]1CO orbital_gap_ev=9.9 homo_ha=-0.3527 lumo_ev=0.2712
N -2.97638 1.76342 -1.44360 -2.0853 1.1737 -1.1049 0.169
C -2.09674 1.32221 -0.87904 0.9380 -0.3693 0.4458 -0.328
N -1.09136 0.67481 -0.34406 1.0940 0.4166 0.4192 -0.006
C -0.17739 1.42474 0.59149 0.8871 -0.5978 -0.7398 -0.206
O -0.18441 2.82293 0.28072 -2.3588 -1.9969 1.9023 0.042
C 1.25281 0.79463 0.40970 0.6407 2.6733 -0.2472 -0.265
O 2.15652 1.27293 1.43588 -0.9897 1.6001 0.0364 -0.028
C 1.30990 -0.66617 0.32140 -0.1482 -3.4087 1.8385 -0.315
O 2.64538 -1.12241 0.24154 1.0910 1.0131 -0.6964 -0.006
C 0.47434 -1.27186 -0.83968 -0.7542 2.8724 -0.7864 -0.204
O 1.02673 -0.78531 -2.09182 -0.7582 -1.2327 -0.6415 -0.044
C -1.04385 -0.75001 -0.67972 0.5463 -1.9116 -0.8946 -0.184
C -1.74380 -1.56896 0.37441 -0.4667 1.0180 2.0500 -0.165
O -1.32878 -1.16488 1.73841 -0.4961 0.1461 -1.1595 -0.076
H -0.53056 1.29612 1.65634 0.5309 0.4727 -1.0285 0.164
H 0.58159 3.09930 -0.15225 1.9514 0.3306 -1.4163 0.066
H 1.76890 1.17195 -0.52691 -1.2989 -0.2229 0.2518 0.180
H 2.06339 2.28057 1.43346 0.2921 -2.0890 0.1494 0.132
H 0.98384 -1.21890 1.29377 -0.1856 1.4169 -1.5481 0.190
H 3.24426 -0.35577 0.07594 -0.6334 -0.9331 0.1524 0.115
H 0.57907 -2.33216 -0.79848 -0.3116 -0.8171 0.1679 0.142
H 0.73941 -1.38097 -2.85496 0.5159 1.1743 1.7521 0.134
H -1.69155 -0.94760 -1.63065 1.5989 0.6833 1.2646 0.190
H -1.66079 -2.62290 0.23852 1.2384 -0.9188 0.2148 0.114
H -2.81957 -1.54506 0.31203 -0.6764 1.0420 -0.0771 0.113
H -1.48098 -0.19062 1.83755 -0.1617 -1.5350 -0.3049 0.078

---

22
Properties=species:S:1:pos:R:3:forces:R:3:lowdin_charge:R:1 method="wB97M-V/def2-TZVPD" orbital_gap_ev="6.4 / 6.6" total_charge=+1 homo_ha="-0.4173 / -0.4202" lumo_ev="-4.9419 / -4.8574"
C -1.21470 -0.05847 0.09832 1.9188 0.7141 -1.4496 -0.211
C -0.04874 -0.81592 -0.03984 -1.7740 -1.4226 1.2899 -0.283
C -1.94428 2.26684 -0.60233 1.7246 -3.0418 0.1113 0.103
C -0.99170 1.33381 -0.19195 -2.2823 3.0247 0.3874 -0.112
C 3.29349 0.22543 -0.56598 0.8735 -0.1097 -1.5371 -0.096
C -2.52793 -0.65478 0.26200 -2.2598 -0.2342 -1.7156 -0.035
C -0.16546 -2.30272 0.09596 1.0011 0.8936 -2.0890 -0.007
N 1.08867 -0.17670 -0.01866 -0.7586 2.2224 0.4640 0.096
N 2.27171 -0.25984 -0.08833 0.4983 -0.9209 0.7369 0.022
N 4.59073 0.11157 0.15555 0.7480 5.4638 0.3886 0.118
H -2.88021 1.82365 -0.96226 0.0368 0.7097 0.3098 0.068
H -1.69654 3.30387 -0.79318 -0.1160 -0.1369 0.1317 0.066
H 0.01223 1.65866 0.06747 -0.1300 0.2161 -0.2884 0.103
H -3.16067 -0.01819 0.90683 0.2443 -0.4134 -0.2993 0.111
H -2.54266 -1.69709 0.58615 0.1138 0.3580 0.2570 0.077
H -3.07016 -0.69662 -0.78994 0.9571 0.2746 1.8622 0.160
H -0.39105 -2.45531 1.12973 -0.1393 -0.8442 0.5478 0.088
H 0.85857 -2.65273 -0.21447 -1.4359 -0.6262 0.3029 0.103
H -1.01977 -2.51734 -0.59530 1.1137 -0.9661 0.6989 0.103
H 4.92776 -0.61624 0.71902 0.3763 -2.4452 0.4754 0.115
H 4.64895 0.94729 0.94199 -0.1825 -1.9348 -2.5852 0.236
H 5.23602 0.39809 -0.65434 -0.5278 -0.7810 2.0002 0.178

---

22
Properties=species:S:1:pos:R:3:forces:R:3:lowdin_charge:R:1 method="wB97M-V/def2-TZVPD" orbital_gap_ev=8.9 total_charge=+1 homo_ha=-0.4935 lumo_ev=-4.5641
C -0.83976 -0.32454 1.01316 0.5312 -1.0830 -1.3410 0.073
C -1.14358 -0.86696 -1.61662 -0.7470 -1.8877 1.4910 0.003
C 0.23739 0.25544 3.19629 -0.0871 0.6955 -0.1869 -0.465
C 0.34922 1.67603 2.70202 2.0563 -1.1223 0.0393 -0.028
C 0.91939 0.44629 -2.19600 -0.4435 0.2311 0.9869 0.005
C -0.10518 -1.17831 -3.62309 3.5404 1.9007 -2.6963 -0.049
C -0.47402 -0.61504 2.27282 -2.2496 -1.6445 -3.0237 0.019
N -1.23447 -0.34465 -0.23827 -1.8513 2.5261 2.2615 0.077
N 0.62755 -0.05950 4.34720 -0.3080 -2.3712 1.3848 0.173
N -0.24005 -0.46654 -2.38515 2.0088 0.3084 0.2166 -0.245
H -2.20520 0.09857 -0.39476 1.4058 -0.5332 1.0573 0.197
H -0.60009 2.09486 2.80056 -1.7382 0.8584 -0.2892 0.069
H 0.73588 1.70968 1.64312 -0.2845 0.2654 1.1799 0.100
H 0.96141 2.16449 3.45845 0.3821 0.3296 -0.5546 0.094
H 1.75907 -0.16409 -1.79860 -0.2450 0.4660 -0.9250 0.118
H 0.67686 1.14244 -1.38130 -0.0054 0.0576 -0.4659 0.084
H 1.05319 0.97771 -3.16944 0.3778 -0.5044 1.0611 0.114
H -0.10048 -0.30278 -4.40396 -0.1443 -2.1216 0.8379 0.135
H -0.83832 -1.91201 -3.80523 -0.8748 -0.6368 -0.0124 0.074
H 1.00228 -1.64080 -3.64824 -2.5880 0.8841 0.0309 0.157
H -0.94438 -1.61017 2.53810 0.7546 1.0231 0.1220 0.166
H 0.40329 -1.08012 4.68891 0.5094 2.3590 -1.1741 0.128

---

22
Properties=species:S:1:pos:R:3:forces:R:3:lowdin_charge:R:1 method="wB97M-V/def2-TZVPD" orbital_gap_ev=8.4 total_charge=+1 homo_ha=-0.4536 lumo_ev=-3.9695
C -0.91625 1.60152 -1.25432 0.8166 -0.2417 -0.9696 -0.002
C 0.37580 2.02712 -0.80600 0.9645 -1.2455 0.3213 -0.045
C -1.55173 0.56195 -0.67589 2.1979 2.3695 0.4125 -0.015
C -0.12889 -1.71957 0.09830 -1.5740 -0.8669 -0.1694 -0.153
C 0.32510 -0.86945 1.29051 -0.3878 0.5660 -0.2352 -0.171
C -1.68636 -1.74039 -0.04356 1.5533 0.4874 0.9101 -0.098
C 2.40377 1.20603 0.27113 -0.0984 -0.1762 -1.9605 0.035
N 0.94056 1.22070 0.13762 -1.5497 0.9118 -0.6192 -0.174
N 0.05560 0.52467 0.84315 1.6117 0.5513 -1.4768 0.029
N -2.27641 -0.35335 -0.24649 0.3107 -2.4809 -0.4817 0.102
H -1.01583 1.91984 -2.31533 -1.1010 -0.3119 0.9008 0.143
H 1.03433 2.67997 -1.42905 -0.8152 -0.5294 0.9563 0.150
H 0.16235 -1.19117 -0.82886 0.7377 -0.7462 0.3361 0.115
H 0.24233 -2.80971 0.16603 -0.5913 1.7696 -0.3050 0.153
H -0.38517 -0.75261 2.12150 0.3119 -1.5954 0.1650 0.123
H 1.29404 -1.33203 1.60001 -0.2712 1.4556 0.1115 0.127
H -1.92359 -2.45888 -0.79059 -0.7447 -0.0997 -0.9283 0.114
H -2.12033 -2.02704 0.88550 -0.3708 -0.6049 0.7160 0.112
H 2.73016 2.17407 0.49316 0.1978 1.5958 1.0746 0.082
H 2.71913 0.52079 1.01455 0.2830 -0.7164 0.4155 0.084
H 2.88301 1.11031 -0.73435 -0.5326 -0.8917 0.7864 0.124
H -3.16164 -0.29278 0.20301 -0.9485 0.7998 0.0397 0.164

---

25
Properties=species:S:1:pos:R:3:forces:R:3:lowdin_charge:R:1 method="wB97M-V/def2-TZVPD" smiles="NP1(N)=CCCC/C=C2/O/C2=N/O1" orbital_gap_ev=8.4 homo_ha=-0.2903 lumo_ev=0.5254
N 0.82146 -2.47015 -2.13528 0.3576 0.3181 0.5342 -0.059
P 0.18657 -1.60924 -0.87881 1.2753 0.0015 0.5804 0.627
N -0.61440 -2.59483 0.12899 0.6402 -0.5680 -0.6892 -0.024
C -0.72993 -0.32902 -1.35107 1.1184 -0.6822 0.0103 -0.300
C -1.63231 0.45559 -0.41839 3.0525 1.1407 -1.2158 -0.253
C -1.16682 1.91968 -0.33897 -0.9790 1.0662 -0.7897 -0.250
C 0.14849 2.22217 0.30425 3.5690 -1.2985 -3.0086 -0.233
C 0.47883 1.93434 1.71799 1.1879 -1.1512 0.9283 -0.037
C 1.23564 0.88105 2.08787 -2.0566 1.6000 -2.3368 -0.189
O 1.64762 0.21357 3.18987 0.9679 -1.6400 1.2071 0.148
C 1.69835 -0.43986 1.94027 -0.7416 -0.6572 -1.7792 -0.176
N 1.84178 -1.61176 1.44005 -0.1433 1.2607 1.9669 0.053
O 1.69621 -1.75733 0.06814 -0.2096 0.9012 -1.1653 -0.313
H 1.78592 -2.72031 -1.93757 -0.1614 -0.0555 -0.5791 0.059
H 0.58573 -2.14692 -3.05785 0.2550 -0.0330 -0.0979 0.056
H -1.55546 -2.44499 0.04143 -2.9825 0.0834 -0.2731 0.024
H -0.37454 -2.56617 1.06411 0.9670 -0.2615 2.2269 0.024
H -0.39891 0.05777 -2.32088 -0.3416 0.3566 0.3864 0.062
H -1.71503 0.00405 0.53783 -0.3335 -0.4274 0.8654 0.092
H -2.49558 0.51756 -0.95813 -3.0551 -0.0746 -0.6792 0.065
H -1.92203 2.55805 0.07952 -0.8050 0.0313 0.9650 0.094
H -1.19647 2.40162 -1.37129 0.6010 -1.0333 0.8326 0.133
H 0.42936 3.29048 0.11521 -0.1840 -0.8907 -0.0665 0.119
H 0.92824 1.50503 -0.37469 -1.7081 2.1021 1.7192 0.168
H 0.31726 2.72960 2.42740 -0.2906 -0.0886 0.4577 0.110

---

25
Properties=species:S:1:pos:R:3:forces:R:3:lowdin_charge:R:1 method="wB97M-V/def2-TZVPD" smiles="C[N@H+]1C(N)=C([N+](=O)[O-])[C@@H]2CC[C@H]1O2" orbital_gap_ev=9.4 total_charge=+1 homo_ha=-0.4939 lumo_ev=-4.0639
C -1.48198 1.67399 1.12261 1.0526 3.5952 3.0692 0.000
N -0.94659 0.83286 0.05744 -2.7613 -0.3405 -0.3502 -0.059
C 0.46950 0.93664 -0.01522 2.4616 1.4855 -1.1048 -0.263
N 0.83904 2.20378 -0.37216 0.9534 0.2302 -0.9528 0.156
C 1.29361 -0.10785 0.21806 -0.9122 -2.0299 0.8468 0.045
N 2.80125 -0.03371 0.04282 -2.3375 1.0050 0.0320 -0.316
O 3.11421 0.98797 -0.54575 1.0805 0.1682 -0.3139 0.065
O 3.54957 -0.86019 0.46512 -0.4275 -0.5225 0.1191 0.159
C 0.56995 -1.45673 0.62511 3.5420 -0.2468 1.3898 -0.227
C 0.21984 -2.24467 -0.61052 -1.4575 1.8172 -0.8194 -0.073
C -1.04431 -1.41711 -1.06714 -2.1714 -1.6690 -1.3274 -0.066
C -1.42279 -0.61754 0.18397 -0.2896 -0.4993 0.0150 -0.252
O -0.66756 -1.14019 1.22727 -0.3834 0.3586 -0.2436 -0.004
H -0.93583 1.40721 2.12601 -1.5272 0.2482 -1.8430 0.163
H -1.02758 2.73300 0.85461 -1.3582 -1.9555 0.9467 0.131
H -2.62779 1.79462 1.19735 1.9690 -0.8018 -0.3437 0.148
H -1.36360 1.34567 -0.74826 0.5304 -1.2895 -0.2200 0.209
H 1.82038 2.17589 -0.74732 -1.2314 0.5266 0.5031 0.115
H 0.17441 2.90198 -0.75950 0.8528 -1.0336 0.3907 0.139
H 1.19786 -2.01093 1.43405 -1.0431 0.9525 -1.5815 0.202
H -0.05249 -3.23191 -0.41626 -0.4301 -1.5969 0.6339 0.105
H 0.88169 -2.26036 -1.44858 1.0093 0.1725 -0.0899 0.124
H -0.87569 -0.85916 -2.04092 -0.1993 -0.2896 1.4086 0.142
H -1.99113 -2.10867 -1.28282 2.1992 1.2952 0.3393 0.169
H -2.49396 -0.64458 0.50006 0.8788 0.4199 -0.5040 0.188

---

23
Properties=species:S:1:pos:R:3:forces:R:3:lowdin_charge:R:1 method="wB97M-V/def2-TZVPD" orbital_gap_ev=8.3 homo_ha=-0.2770 lumo_ev=0.7523
C -3.29888 -0.14370 0.01235 -0.4522 -0.1174 -0.0069 -0.038
C -2.98154 1.19770 0.18386 0.2768 -0.2950 -0.0335 -0.162
C -2.06251 -0.77564 -0.08018 0.7029 0.1398 0.0072 -0.289
C 0.09735 -0.29993 -0.03253 0.4012 -0.0934 -0.2160 -0.256
C 2.57634 -0.58100 -0.03114 -0.2306 0.1873 0.1453 -0.071
C 1.46164 1.34516 -1.24846 -0.0442 -0.0121 0.1908 -0.054
C 1.41043 0.40604 -0.03646 0.0615 0.0613 -0.1208 -0.356
N -1.66546 1.44795 0.20431 0.2756 1.5191 0.1989 0.058
N -1.11869 0.25345 0.04346 -0.2777 -1.5186 -0.1567 -0.039
N -1.43601 -1.93602 -0.24022 -0.5764 -0.6696 -0.0640 0.096
N -0.13723 -1.61042 -0.21901 0.0977 0.7853 0.1505 0.051
H -4.26700 -0.59277 -0.03717 -0.2064 -0.0814 -0.0064 0.084
H -3.65938 2.02244 0.29736 -0.1151 0.1325 0.0158 0.098
H 0.20671 -0.69315 2.36179 -0.7136 -0.5715 1.2423 0.031
H 3.51601 -0.03537 -0.01897 0.0755 0.0063 -0.0183 0.084
H 2.56166 -1.20544 -0.92200 0.0393 -0.0743 -0.1314 0.081
H 2.54283 -1.21656 0.85106 0.0608 -0.1176 0.0826 0.076
H 1.43021 0.77545 -2.17502 -0.0015 -0.0575 -0.0923 0.087
H 2.37680 1.93176 -1.23073 0.0901 0.0537 -0.0047 0.080
H 0.61145 2.02172 -1.22183 -0.0509 0.0952 -0.0745 0.070
H 1.46142 1.02746 0.86689 -0.0704 -0.1103 -0.0408 0.141
H -0.17604 -0.99635 2.98018 0.6969 0.5469 -1.0978 0.069
H 0.54988 -2.34278 -0.30754 -0.0393 0.1912 0.0307 0.158

---

25
Properties=species:S:1:pos:R:3:forces:R:3:lowdin_charge:R:1 method="wB97M-V/def2-TZVPD" orbital_gap_ev=6.9 total_charge=+2 homo_ha=-0.6394 lumo_ev=-10.4618
C -1.71724 1.67136 -0.60337 3.5651 -0.1314 0.6699 0.116
C -0.36038 1.30828 -0.65669 -3.9075 3.1157 -0.9015 0.019
C -2.74954 0.93807 0.17187 -0.0954 0.0878 -0.6555 -0.368
C -0.01216 0.12385 -0.06124 0.6789 -3.0795 -0.6424 -0.248
C -2.20881 -0.24163 0.93132 1.5968 1.1276 1.3499 0.020
C -1.76780 -1.28547 -1.30766 3.5747 -0.1047 -3.6688 0.050
C 4.92818 0.97674 0.43841 0.6953 3.0825 1.0809 -0.308
N 1.06988 -0.42920 0.28539 3.5295 1.3385 0.0430 0.115
N 2.34051 0.53767 0.29251 -2.7089 -1.4152 0.2717 -0.229
N -0.74062 -2.06454 0.65728 0.6343 -2.4606 1.0165 0.091
N -1.22759 -0.97084 0.00991 2.0795 1.9442 2.0049 -0.264
O -3.88791 1.29061 0.09688 -0.2253 -0.2608 0.4698 0.221
S 3.67767 -0.20462 0.05083 -0.6941 -0.0097 0.3539 1.173
H -2.01386 2.63752 -0.92802 -0.3515 0.6059 -0.7039 0.138
H 0.35921 1.93483 -1.18593 -0.1140 -0.1841 0.3690 0.145
H -1.70721 0.09316 1.94588 -0.3463 -0.4474 -2.2211 0.210
H -2.82395 -1.00434 1.25517 -2.1622 -1.2501 0.2851 0.123
H -1.65456 -0.39965 -2.00487 -0.4966 -1.0775 1.0705 0.139
H -1.17270 -2.13286 -1.86596 -0.7685 1.5614 1.5911 0.174
H -2.72905 -1.61438 -1.24128 -2.8273 -0.6727 0.4072 0.089
H 5.85961 0.46142 0.65627 0.0411 -0.6241 -0.4806 0.061
H 4.81266 1.62511 1.40723 -0.6994 -1.3608 -1.6257 0.130
H 5.11868 1.75474 -0.37531 -0.4244 -1.2743 0.6515 0.108
H -0.50148 -1.95794 1.63246 -0.1681 0.3361 -0.1232 0.132
H -0.89151 -3.04790 0.39893 -0.4055 1.1532 -0.6123 0.163